The following is a DFT calculation (ωB97M-V/def2-TZVPD) of a single C20H25NO4 molecule.

Positions of all 50 atoms, in Å:
C 8.94 0.93 0.06
C 7.47 0.74 0.40
C 6.57 1.61 -0.48
C 5.09 1.40 -0.17
O 4.76 0.08 -0.55
C 3.49 -0.37 -0.36
C 2.45 0.38 0.19
C 1.20 -0.18 0.33
C 0.95 -1.49 -0.06
C -0.37 -2.16 0.10
O -0.49 -3.36 0.27
N -1.45 -1.34 0.00
C -2.79 -1.80 0.27
C -3.34 -1.15 1.55
O -3.47 0.25 1.42
C -4.52 0.78 0.72
C -4.49 2.17 0.58
C -5.51 2.81 -0.10
C -6.55 2.09 -0.65
C -6.58 0.71 -0.51
O -7.65 0.08 -1.08
C -7.76 -1.32 -0.97
C -5.56 0.05 0.17
C 2.00 -2.24 -0.58
C 3.25 -1.69 -0.74
H 9.24 1.96 0.20
H 9.13 0.66 -0.98
H 9.56 0.30 0.69
H 7.31 0.99 1.45
H 7.19 -0.30 0.26
H 6.81 2.67 -0.32
H 6.75 1.38 -1.53
H 4.48 2.12 -0.73
H 4.91 1.54 0.91
H 2.61 1.40 0.51
H 0.42 0.42 0.79
H -1.32 -0.34 -0.09
H -3.43 -1.55 -0.58
H -2.73 -2.88 0.39
H -2.62 -1.29 2.36
H -4.29 -1.62 1.84
H -3.67 2.71 1.02
H -5.48 3.88 -0.20
H -7.35 2.58 -1.18
H -8.68 -1.58 -1.49
H -6.92 -1.83 -1.46
H -7.83 -1.64 0.07
H -5.59 -1.02 0.28
H 1.81 -3.27 -0.86
H 4.07 -2.26 -1.15

The frontier orbital gap comes out at 9.0 eV. For the HOMO energy, the calculation gives -8.29 eV. As for the SMILES: CCCCOc1ccc(C(=O)NCCOc2cccc(OC)c2)cc1. The calculation puts the energy above the lowest of the compared OMol25 structures with the same formula, charge and spin at 209.73 kJ/mol. As for the spin multiplicity: 1.

Formally, the natural (NBO) partial charges of the atoms, in units of the elementary charge, are as follows: atom 1 (C): -0.5995, atom 2 (C): -0.3962, atom 3 (C): -0.4091, atom 4 (C): -0.0626, atom 5 (O): -0.5154, atom 6 (C): 0.4031, atom 7 (C): -0.3364, atom 8 (C): -0.1606, atom 9 (C): -0.1794, atom 10 (C): 0.6627, atom 11 (O): -0.6298, atom 12 (N): -0.6120, atom 13 (C): -0.2626, atom 14 (C): -0.0749, atom 15 (O): -0.5197, atom 16 (C): 0.4077, atom 17 (C): -0.3254, atom 18 (C): -0.1652, atom 19 (C): -0.3199, atom 20 (C): 0.4129, atom 21 (O): -0.5082, atom 22 (C): -0.2542, atom 23 (C): -0.4606, atom 24 (C): -0.1365, atom 25 (C): -0.2827, atom 26 (H): 0.1988, atom 27 (H): 0.2020, atom 28 (H): 0.2102, atom 29 (H): 0.1925, atom 30 (H): 0.2087, atom 31 (H): 0.2047, atom 32 (H): 0.2075, atom 33 (H): 0.1769, atom 34 (H): 0.1717, atom 35 (H): 0.2209, atom 36 (H): 0.2075, atom 37 (H): 0.3999, atom 38 (H): 0.2009, atom 39 (H): 0.2470, atom 40 (H): 0.2040, atom 41 (H): 0.1772, atom 42 (H): 0.2205, atom 43 (H): 0.2159, atom 44 (H): 0.2231, atom 45 (H): 0.2028, atom 46 (H): 0.1748, atom 47 (H): 0.1753, atom 48 (H): 0.2217, atom 49 (H): 0.2355, atom 50 (H): 0.2244